# 1
Below is C20H45N5O20 as an isolated structure at a distorted geometry, with properties calculated with ωB97M-V/def2-TZVPD.

```
90
Properties=species:S:1:pos:R:3:mulliken_charge:R:1
H 0.260 -2.681 5.199 0.414
H 0.591 6.298 -1.498 0.410
C -2.421 -3.165 0.954 0.448
C -1.334 -0.452 6.463 0.734
H -0.177 -2.572 -3.938 0.369
N 0.403 -3.887 3.389 0.409
O 3.200 5.073 1.021 -0.465
C 2.822 7.607 0.017 -1.040
O 3.666 -1.065 -0.306 -0.481
C 2.034 -5.283 4.731 -1.226
H 2.436 -2.708 -0.597 0.524
O -1.611 2.740 -4.767 -0.431
H -0.156 4.199 -0.695 0.509
H -2.371 0.413 -4.145 0.122
O -0.239 -0.179 5.924 -0.699
H 1.391 -0.078 -1.119 0.335
C -2.448 2.129 -5.308 0.654
H 2.074 -4.887 -1.561 0.402
C 0.253 -3.862 -1.635 0.688
O 2.415 -0.312 1.405 -0.730
C 1.821 4.922 1.240 0.518
O -1.553 -0.728 7.670 -0.783
O -1.024 1.734 -0.663 -0.636
H -0.738 -5.746 -2.187 0.438
H -4.104 2.282 -6.612 0.351
N 1.424 -4.469 -0.882 -0.029
N -3.109 1.056 -4.542 0.217
H 1.216 -5.216 5.453 0.395
H 1.241 -5.312 -0.325 0.433
C -1.034 1.286 2.099 -0.948
H -2.561 2.135 -7.437 0.324
H 1.426 3.896 -0.132 0.453
O -2.460 -0.598 5.633 -0.456
H 2.290 7.396 0.955 0.472
H -1.143 -2.512 4.014 0.485
C -0.074 -2.644 4.168 -1.087
N 1.105 5.859 -0.721 -0.203
C 1.812 -4.316 3.605 0.746
C 3.501 -0.862 1.045 0.428
H 4.519 -1.518 -0.393 0.292
H 1.293 -3.021 0.706 -0.237
H -1.528 0.340 1.856 0.316
H 1.139 4.066 -1.951 0.320
O 1.144 5.988 1.081 -0.726
H -1.766 -4.322 -2.314 0.271
C 2.070 -3.463 0.094 -0.717
H -0.156 -0.331 -1.718 0.186
O 0.423 -2.845 -2.187 -0.543
C -3.056 2.608 -6.590 -1.063
O -0.632 -2.800 -4.779 -0.547
O -1.158 -3.302 0.961 -0.591
C 0.358 -0.175 -0.770 -0.097
H 2.424 8.462 -0.522 0.321
H -3.114 -0.733 6.349 0.283
O -3.100 -3.329 -0.228 -0.442
C -3.941 1.719 -3.453 -0.892
H 0.878 0.730 1.609 0.389
O 1.351 3.773 1.363 -0.737
N 0.144 1.333 1.201 0.670
O -3.092 -2.890 1.972 -0.738
O -2.534 -1.854 -5.538 -0.718
H 2.893 -4.972 5.323 0.356
C -1.567 -1.772 -4.763 0.674
H -4.407 0.945 -2.854 0.358
C -0.918 -4.748 -1.784 -1.338
H -0.220 -4.622 3.724 0.427
H 0.615 6.287 0.075 0.434
H 0.288 -0.961 -0.021 -0.237
O -1.449 -0.936 -3.803 -0.839
C -0.164 1.079 -0.177 0.169
H -1.789 2.058 1.994 0.240
H 2.150 -6.315 4.405 0.320
H 0.430 -1.821 3.662 0.351
O 3.389 5.644 -1.205 -0.401
H 3.131 6.056 1.161 0.369
H 2.860 -3.921 0.673 0.667
O 4.392 -1.224 1.831 -0.711
C 0.888 4.381 -0.948 -1.154
C 2.544 6.312 -0.739 0.334
H -4.013 -3.370 0.110 0.282
H 3.869 7.678 0.278 0.371
O 2.653 -3.709 3.013 -0.409
H -3.871 0.600 -5.041 0.403
H -3.338 2.305 -2.764 0.294
H 0.551 2.304 1.123 0.475
H -0.690 1.259 3.128 0.543
H -4.567 2.423 -3.998 0.421
H -3.111 3.687 -6.678 0.342
H 0.304 -3.701 2.387 -0.124
H -1.342 -4.876 -0.776 0.318
```

Calculated values
2S+1: 1
LUMO energy: -1.0 eV
Energy above the lowest of the compared OMol25 structures with the same formula, charge and spin: 1026.24 kJ/mol

---

# 2
Below is a 3-piece molecular cluster, C20H45N6O6P overall at a distorted geometry, with properties calculated with ωB97M-V/def2-TZVPD.

```
78
Properties=species:S:1:pos:R:3:mulliken_charge:R:1
O -1.929 2.029 -0.084 -0.406
C -0.688 -0.898 5.163 -1.770
C 1.011 -1.523 1.684 2.157
H -5.444 3.864 -1.811 0.328
N 0.836 -1.203 3.142 0.236
N 4.861 -5.637 -0.157 -0.838
H -1.685 -0.561 5.474 0.398
C 3.326 -4.011 -2.633 -0.522
H -4.707 0.919 0.434 0.463
H -1.912 0.812 3.678 0.468
H 7.129 -1.002 -2.145 0.235
C -2.210 3.383 -1.981 1.734
H -2.451 4.038 -4.064 0.439
H 0.021 -2.625 0.072 0.297
C -0.801 2.893 -2.454 -1.931
H -1.812 -1.299 1.001 -0.018
H -0.081 0.015 0.503 -0.023
H -3.815 1.877 1.636 0.149
N 6.189 -1.384 -2.421 -0.482
H -1.256 4.773 -0.588 0.359
H 2.154 -4.113 -2.431 0.272
H 2.780 -2.427 -3.979 0.311
N 3.915 -3.380 -1.393 0.358
H -3.228 4.261 1.149 0.364
C -5.316 2.912 -1.291 -1.819
H 7.416 -4.685 -1.560 0.348
H -0.062 2.883 -1.645 0.323
H -1.705 5.510 -2.114 0.366
H 5.843 -0.910 -3.289 0.240
H -0.212 1.242 3.483 0.377
C -1.475 -2.180 1.552 -0.180
O 5.367 -1.156 -1.377 -0.071
C 0.930 -0.216 0.843 -1.513
H -0.546 -1.885 5.616 0.355
H -4.057 5.577 -1.478 0.311
H -6.260 2.748 -0.756 0.477
H 0.042 -0.209 5.606 0.437
H 2.564 -2.224 0.280 -0.007
C -0.564 -0.922 3.603 1.733
H -3.098 6.262 -0.184 0.374
N 3.472 -3.204 -3.903 -0.625
H -0.394 3.555 -3.228 0.434
P 5.382 -4.214 -0.808 0.981
O 1.314 -2.304 3.877 -0.519
C -4.542 1.933 0.819 -1.747
H 3.813 -5.656 -0.265 0.242
C -4.096 2.901 -0.326 1.873
C -1.595 -1.946 3.053 -1.329
H 2.624 -3.058 1.816 0.427
N -2.876 2.410 -1.053 0.164
H 1.534 -0.281 -0.070 0.256
H -0.857 1.885 -2.881 0.467
H -1.162 0.626 2.122 0.094
H -3.957 4.024 -3.199 0.303
C -2.044 4.794 -1.351 -1.210
O 6.193 -3.383 0.521 -0.550
H -1.474 -2.909 3.565 0.381
H 3.716 -5.120 -2.800 0.358
C -3.899 4.317 0.281 -1.222
H 1.316 0.645 1.403 0.306
H 4.452 -2.897 -4.086 0.274
H -5.480 2.271 1.274 0.481
C -0.041 -2.541 1.165 -1.265
H 3.215 -1.387 1.696 0.546
H -3.227 2.494 -3.712 0.387
C -3.321 5.326 -0.710 -0.502
O 6.554 -4.497 -2.080 -0.474
H -2.145 -2.998 1.259 0.439
C -0.976 0.513 3.189 -1.568
H -4.854 4.701 0.662 0.336
H -5.245 2.113 -2.038 0.354
H -2.617 -1.610 3.281 0.389
C -3.015 3.488 -3.300 -1.684
C 4.092 -1.884 -1.512 0.150
O 2.989 -1.110 -1.711 -0.584
H 5.459 -2.916 1.051 0.387
H 0.182 -3.542 1.559 0.449
C 2.436 -2.081 1.359 -1.526
```

Calculated values
2S+1: 3
LUMO energy (spin up / spin down): -0.2 / -0.5 eV

---

# 3
Below is a 3-piece molecular cluster, C20H45O6P overall at a distorted geometry, with properties calculated with ωB97M-V/def2-TZVPD.

```
72
Properties=species:S:1:pos:R:3:mulliken_charge:R:1
H -0.577 -0.792 -2.541 0.321
H -0.391 -0.749 0.231 0.046
C 3.693 3.792 -2.767 -1.102
H -1.582 1.667 1.584 0.274
H -2.259 2.719 -0.544 0.184
H -2.030 -6.457 0.651 0.285
H -1.610 -7.991 1.420 0.299
H 2.992 2.603 1.473 0.301
C -6.561 3.600 0.333 -1.195
H -3.918 4.650 2.339 0.306
H -1.503 0.296 -0.707 0.396
O 0.925 0.619 -2.392 -0.179
H -2.704 5.008 0.245 0.407
H 1.174 -2.381 0.733 -0.175
H -0.603 -4.093 0.455 0.218
H 3.703 -1.554 -2.966 0.420
C -0.483 -0.020 -0.559 -0.797
H 1.327 -2.781 2.446 0.303
H 2.222 2.607 -1.800 0.115
O 5.106 1.691 -0.155 -0.330
H -0.378 -4.441 3.486 0.394
H 4.989 0.611 -2.459 0.335
H -6.230 3.958 2.422 0.372
H 0.020 -6.813 3.069 0.401
H -6.035 3.249 -0.555 0.284
H -1.048 -2.918 1.671 0.387
C -2.884 2.870 0.340 -0.038
H 2.871 -1.291 -1.422 0.136
C -2.025 2.664 1.585 -1.120
H -3.662 2.102 0.299 0.269
C -5.646 3.645 1.554 -0.343
C -3.506 4.263 0.257 -0.880
H 1.803 -3.952 1.212 0.359
H -5.283 2.638 1.778 0.241
H 3.317 4.800 -2.839 0.391
H 0.801 -7.613 0.874 0.365
O 1.900 -0.394 -4.528 -0.822
C 4.765 2.586 0.783 0.622
H 5.308 -0.792 -1.473 0.500
C 0.272 -6.094 2.285 -0.731
H -4.855 5.616 1.228 0.394
H 1.327 -5.846 2.434 0.300
C -4.468 4.606 1.395 -0.770
C -0.353 -3.736 1.458 -0.245
H -6.969 4.589 0.117 0.299
O 5.329 3.664 0.885 -0.527
C 0.185 -0.475 -1.845 -0.505
H -4.022 4.363 -0.701 0.332
C 1.071 -3.185 1.465 -0.616
C 2.545 2.798 -2.812 -0.007
C 0.111 -6.768 0.923 -0.336
H -1.214 3.395 1.623 0.253
P 2.216 0.227 -3.244 0.932
H 4.198 3.702 -1.814 0.132
H 0.411 -6.083 0.124 0.239
H -7.399 2.924 0.505 0.375
H -1.639 -5.113 2.484 0.354
H 4.063 -0.027 0.335 0.504
H -2.611 2.760 2.500 0.369
C 3.346 -0.815 -2.269 -0.500
H -1.362 -7.768 -0.311 0.378
H 0.053 0.856 -0.215 0.250
C -0.581 -4.840 2.487 -0.977
C 4.562 -0.051 -1.724 -0.921
C 4.135 0.682 -0.475 0.236
O 3.813 2.152 1.669 -0.449
O 3.013 1.595 -3.472 -0.359
C -1.305 -7.272 0.658 -1.205
H 1.735 3.190 -3.406 0.506
H 3.158 1.117 -0.650 -0.315
H 4.431 3.572 -3.523 0.279
H 0.802 -1.340 -1.648 0.383
```

Calculated values
2S+1: 1
SMILES string: CCOP(=O)(CCCOC(=O)O)OCC.CCCCCC.CCCCCC
LUMO energy: 0.0 eV